{"formula": "C27H78NO32P", "method": "wB97M-V/def2-TZVPD", "species": ["C", "C", "C", "C", "C", "C", "C", "C", "C", "C", "O", "C", "O", "C", "C", "C", "C", "C", "C", "C", "C", "C", "C", "O", "C", "C", "C", "O", "C", "P", "N", "C", "O", "C", "H", "H", "H", "H", "H", "H", "H", "H", "H", "H", "H", "H", "H", "H", "H", "H", "H", "H", "H", "H", "H", "H", "H", "H", "O", "H", "H", "O", "H", "H", "O", "H", "H", "O", "H", "H", "O", "H", "H", "O", "H", "H", "O", "H", "H", "O", "H", "H", "O", "H", "H", "O", "H", "H", "O", "H", "H", "O", "H", "H", "O", "H", "H", "O", "H", "H", "O", "H", "H", "O", "H", "H", "O", "H", "H", "O", "H", "H", "O", "H", "H", "O", "H", "H", "O", "H", "H", "O", "H", "H", "O", "H", "H", "O", "H", "H", "O", "H", "H", "O", "H", "H", "O", "H", "H"], "positions_angstrom": [[-4.6909, -2.6106, 4.9588], [-4.2959, -2.0974, 3.5267], [-5.1102, -1.1599, 2.7361], [-4.6930, -0.6668, 1.4082], [-3.4238, -1.0872, 0.7771], [-2.6221, -2.0557, 1.5446], [-1.2714, -2.6099, 0.9952], [-0.4309, -1.5937, 0.1663], [0.0686, -0.3059, 0.6465], [0.9081, 0.5959, -0.1812], [1.3537, 1.7779, 0.4386], [0.9599, 2.9442, -0.2118], [0.1820, 3.0153, -1.1382], [1.6521, 4.2392, 0.3104], [0.9761, 5.5334, 0.4044], [1.7740, 6.6431, 0.9614], [3.1660, 6.4578, 1.4075], [3.8532, 5.1482, 1.2868], [3.0601, 4.0549, 0.7329], [1.2567, 0.1958, -1.5431], [0.7558, -1.0820, -2.0522], [-0.0988, -1.9983, -1.2108], [1.1831, -1.4999, -3.5057], [1.1476, -2.6767, -3.8052], [1.6208, -0.3597, -4.4872], [1.5175, -0.7285, -6.0060], [2.9707, -0.9295, -6.6562], [3.0002, -0.3851, -7.9738], [2.0836, 0.8420, -4.0022], [2.6315, 2.1397, -5.2304], [1.5146, 2.5204, -6.3076], [2.1669, 1.0539, -2.4449], [2.9842, 1.8667, -2.0477], [-3.0255, -2.5553, 2.8693], [-4.2353, -1.9580, 5.7565], [-5.8129, -2.5964, 5.0197], [-4.3173, -3.6590, 5.0921], [-6.0662, -0.7798, 3.1674], [-5.3477, 0.0475, 0.8529], [-3.0805, -0.7069, -0.2133], [-1.4388, -3.5587, 0.4049], [-0.6199, -2.9228, 1.8665], [-0.1861, -0.0189, 1.6977], [-0.0815, 5.6724, 0.0844], [1.3609, 7.6698, 1.1049], [3.7766, 7.2774, 1.8607], [4.9057, 4.9844, 1.6057], [3.5403, 3.0466, 0.6273], [-0.4538, -2.9580, -1.6414], [1.0187, -1.7374, -6.0919], [0.8874, -0.0248, -6.5911], [3.1743, -2.0364, -6.7041], [3.7877, -0.5040, -6.0047], [2.9001, 0.5826, -7.9664], [3.8275, 1.6177, -5.8312], [3.0015, 3.3722, -4.5895], [0.6651, 1.9877, -6.1027], [-2.4168, -3.2912, 3.4509], [1.6096, 3.6911, -9.5552], [1.6566, 3.5056, -8.6081], [0.9757, 3.0466, -9.8877], [6.1850, 6.8149, -0.3525], [7.0095, 7.0225, -0.8071], [5.7455, 6.1864, -0.9376], [-2.7456, 4.8019, -0.0026], [-1.8200, 4.5831, -0.1614], [-3.0979, 4.9748, -0.8833], [-0.7191, 8.4732, 1.5539], [-1.4303, 8.2515, 2.1659], [-1.1779, 8.7578, 0.7551], [2.5183, -2.3982, 1.4702], [3.4423, -2.6222, 1.3073], [2.1628, -2.2122, 0.5905], [0.8266, -5.0045, -0.8377], [1.3793, -5.7980, -0.8027], [0.8490, -4.7463, -1.7677], [0.6020, -5.9572, 2.2273], [1.1520, -6.7494, 2.2667], [0.6284, -5.7044, 1.2956], [5.9546, 2.3754, -3.4521], [5.2265, 2.1371, -2.8620], [5.5160, 2.6558, -4.2638], [-0.2595, -8.0468, 0.9326], [-0.9673, -8.1033, 0.2801], [-0.6335, -7.5042, 1.6388], [3.8949, 8.8650, 3.5809], [3.4988, 9.6899, 3.8927], [4.3310, 8.5055, 4.3619], [-2.1784, -1.8593, -3.9058], [-1.2569, -2.0877, -4.0437], [-2.5155, -1.6690, -4.7913], [-0.8419, -1.3314, 4.6068], [-0.1739, -1.9882, 4.8423], [-0.3935, -0.7632, 3.9700], [6.8954, 8.5132, 3.2161], [6.8225, 7.7099, 2.6873], [6.5779, 9.2081, 2.6285], [1.3303, -6.3044, 5.1903], [2.2538, -6.5321, 5.0380], [0.9790, -6.1354, 4.3060], [-2.2885, -3.4906, 6.2019], [-1.6364, -4.1491, 6.4718], [-1.8399, -2.9256, 5.5707], [-3.8532, -5.9577, 3.3055], [-3.3611, -5.6084, 4.0592], [-4.7721, -5.7467, 3.5100], [-2.4061, -8.6408, 4.4590], [-2.4722, -9.4619, 3.9593], [-2.7404, -7.9678, 3.8505], [1.8884, 10.7677, 5.3052], [1.7365, 11.4355, 5.9834], [1.4768, 9.9725, 5.6635], [-2.0597, 1.7088, 0.0758], [-2.4640, 2.0391, 0.8872], [-1.5169, 2.4435, -0.2318], [5.0467, -2.1294, -4.7129], [5.4526, -1.7303, -3.9340], [4.7563, -2.9968, -4.4067], [-3.2317, 0.8763, 5.5054], [-2.6818, 0.0828, 5.5329], [-3.2110, 1.1419, 4.5791], [-1.2232, -0.0333, -6.4930], [-1.9283, -0.0782, -7.1476], [-1.6061, 0.4874, -5.7778], [3.3798, -5.7694, 0.6413], [2.9636, -4.9417, 0.9207], [3.8326, -6.0828, 1.4324], [-3.6282, -4.9183, -3.1516], [-4.0401, -4.5949, -2.3423], [-3.0704, -4.1836, -3.4392], [-8.3942, -1.1644, 2.6497], [-9.0990, -1.3720, 3.2740], [-8.8609, -0.9156, 1.8438], [-3.9477, 0.2983, -6.1296], [-4.6539, 0.2521, -6.7851], [-4.3285, 0.8191, -5.4121], [-5.6770, -5.1348, 6.3603], [-5.2778, -4.7257, 7.1374], [-5.9886, -5.9898, 6.6797]], "forces_ev_per_a": [[-0.1, 0.4, -1.3], [1.4, 0.5, -2.5], [1.7, -0.4, -0.5], [1.5, -1.3, 0.7], [-1.1, -1.2, 3.0], [-0.8, 0.3, 0.9], [0.4, 0.3, 0.5], [1.0, 0.4, -2.2], [0.7, -0.3, -1.5], [-1.4, -2.9, 0.1], [-0.8, 0.2, -1.6], [0.8, 2.3, 0.1], [0.2, -0.7, 0.8], [1.4, -0.2, 1.1], [2.8, -0.2, 0.8], [1.2, -1.4, 0.1], [-0.3, -2.1, -0.8], [-3.3, 0.5, -1.0], [-0.4, 1.5, 0.4], [-0.7, -0.6, 0.8], [-0.6, -0.2, 1.3], [1.7, 3.0, 0.1], [-0.4, 0.8, 1.7], [0.0, 0.9, -0.3], [-0.2, 0.1, -0.6], [0.8, -1.2, 0.6], [-0.4, 0.3, 0.5], [0.2, -0.3, 0.2], [-0.5, -1.4, 1.0], [-1.4, 0.6, -0.6], [0.5, -0.7, 0.7], [0.1, -0.2, -1.2], [-0.7, -0.6, 0.2], [-2.4, 1.7, -0.5], [-0.6, -0.6, -0.8], [1.1, 0.0, 0.2], [-0.5, 1.2, -0.1], [0.9, -0.4, -0.5], [0.6, -0.7, 0.7], [-0.4, -0.3, 1.0], [0.2, 1.1, 0.4], [-0.7, 0.3, -0.8], [0.3, 0.0, -1.2], [1.1, 0.0, 0.4], [0.1, -1.3, -0.3], [-1.1, -0.6, -0.6], [-1.0, 0.3, -0.3], [-0.7, 1.1, 0.1], [0.3, 0.9, 0.4], [0.3, 1.2, 0.3], [0.8, -0.4, 0.6], [-0.1, 1.3, -0.3], [-0.9, -0.4, -0.7], [-0.1, -0.5, 0.3], [-0.2, 0.3, 0.6], [0.4, -1.0, 0.2], [0.2, 0.3, -0.4], [-0.4, 0.8, -0.9], [0.0, -0.1, 0.0], [0.0, 0.0, 0.2], [0.1, 0.1, 0.0], [0.2, 0.0, -0.1], [-0.1, 0.0, 0.1], [-0.1, 0.0, 0.1], [0.1, 0.1, -0.1], [-0.1, 0.0, 0.0], [0.0, -0.1, 0.1], [-0.3, 0.1, -0.1], [0.1, 0.0, 0.0], [0.1, 0.0, 0.1], [0.2, -0.2, -0.2], [0.0, 0.1, 0.1], [-0.1, 0.0, 0.1], [0.2, -0.2, 0.0], [0.0, 0.0, 0.0], [0.0, 0.1, 0.1], [0.3, 0.2, 0.5], [0.0, 0.0, -0.3], [-0.1, 0.1, 0.0], [-0.3, -0.1, 0.0], [0.0, 0.1, 0.0], [0.2, 0.0, 0.1], [-0.4, -0.3, -0.3], [0.1, -0.1, 0.0], [0.0, 0.0, -0.1], [-0.2, 0.2, 0.2], [-0.1, -0.1, 0.0], [0.1, 0.0, -0.2], [-0.3, -0.1, 0.0], [0.2, -0.1, -0.1], [0.1, 0.1, 0.0], [0.3, -0.1, 0.2], [0.1, 0.2, 0.0], [-0.1, 0.0, 0.0], [0.1, -0.1, -0.1], [0.0, 0.1, 0.0], [-0.1, -0.1, 0.1], [0.1, 0.0, -0.2], [-0.1, 0.0, 0.1], [-0.1, 0.1, 0.1], [0.3, -0.6, 0.4], [0.0, 0.1, 0.0], [0.0, 0.3, -0.2], [0.2, -0.1, 0.1], [-0.1, 0.1, 0.0], [0.1, 0.0, 0.0], [0.0, 0.0, -0.2], [0.0, 0.0, 0.1], [-0.2, 0.0, 0.1], [0.0, -0.1, 0.2], [0.1, 0.0, -0.1], [0.0, 0.0, -0.1], [-0.1, 0.1, 0.3], [-0.2, -0.1, -0.1], [0.0, -0.2, -0.3], [0.0, -0.1, 0.3], [0.0, 0.0, -0.1], [0.0, 0.0, -0.1], [0.1, 0.0, -0.1], [0.0, 0.0, 0.0], [-0.1, -0.1, 0.1], [0.0, 0.0, 0.0], [0.0, 0.1, 0.2], [-0.1, -0.1, -0.1], [0.0, 0.2, 0.1], [-0.1, 0.0, 0.0], [0.0, 0.0, -0.1], [0.1, 0.1, 0.1], [0.0, 0.0, -0.1], [-0.1, 0.1, 0.0], [-0.3, 0.0, 0.0], [0.1, 0.0, 0.0], [0.1, 0.0, 0.0], [-0.4, 0.1, 0.0], [0.1, 0.0, 0.0], [0.1, -0.1, 0.0], [-0.1, -0.3, 0.2], [0.0, 0.1, -0.1], [0.0, 0.1, -0.1]], "multiplicity": 1, "orbital_gap_ev": 6.636, "energy_ha": -3879.2136}